The following is a quantum chemistry calculation of a 6-piece molecular cluster, C47H55BrFN5O25S overall, from the Open Molecules 2025 dataset.

total energy = -7050.74451 Eh

Structure (ORCA input):
```
! RIJCOSX wB97M-V def2-TZVPD def2/J DEFGRID3
* xyz 0 1
H -1.22 -3.47 1.47
N -0.45 -3.75 0.86
C 0.56 -3.00 1.02
C 1.81 -3.25 0.24
C 2.67 -2.01 -0.08
C 3.80 -1.75 0.90
C 3.49 -1.85 2.40
C 2.38 -0.86 2.83
S 2.89 0.13 4.20
O 3.21 -0.73 5.29
O 3.78 1.14 3.72
O 1.52 0.84 4.60
O 1.85 -0.82 -0.13
C 1.29 -0.44 -1.34
F 0.56 -1.55 -1.81
C 2.30 -0.12 -2.45
C 3.68 0.38 -2.03
N 3.97 1.67 -2.67
C 0.23 0.65 -1.02
C 0.86 2.03 -0.77
C 2.00 2.19 0.24
N 1.77 3.40 1.05
C -0.69 0.83 -2.27
C -1.91 -0.04 -2.34
O -2.04 -1.04 -2.95
Br -3.48 0.69 -1.42
N -0.60 0.17 0.09
N -0.38 0.85 1.34
C -1.51 1.71 1.71
C -2.62 1.04 2.54
C -2.92 1.83 3.82
H 0.54 -2.16 1.71
H 1.49 -3.71 -0.70
H 2.43 -3.99 0.76
H 3.11 -2.19 -1.06
H 4.21 -0.76 0.72
H 4.60 -2.47 0.67
H 3.22 -2.86 2.71
H 4.41 -1.61 2.93
H 2.12 -0.18 2.02
H 1.50 -1.38 3.19
H 1.34 1.57 3.99
H 1.88 0.64 -3.12
H 2.40 -1.03 -3.04
H 4.44 -0.38 -2.27
H 3.72 0.53 -0.95
H 3.85 1.58 -3.67
H 4.93 1.93 -2.52
H 1.21 2.40 -1.74
H 0.06 2.70 -0.46
H 2.94 2.33 -0.29
H 2.07 1.31 0.87
H 1.02 3.20 1.70
H 2.59 3.57 1.63
H -1.02 1.87 -2.28
H -0.15 0.62 -3.20
H -0.42 -0.82 0.23
H -0.30 0.13 2.05
H -1.10 2.54 2.28
H -1.92 2.14 0.79
H -2.31 0.02 2.80
H -3.53 0.94 1.94
H -3.52 1.25 4.52
H -1.97 2.12 4.27
H -3.49 2.73 3.58
O 2.04 -4.42 -8.61
C 2.25 -3.35 -8.07
C 2.95 -2.24 -8.68
C 3.11 -1.12 -7.97
O 3.73 -0.04 -8.42
C 2.60 -0.97 -6.55
O 2.83 0.10 -6.01
C 1.88 -2.06 -5.95
C 1.71 -3.19 -6.66
O 1.07 -4.25 -6.22
H 3.30 -2.36 -9.70
H 3.70 0.61 -7.70
H 1.49 -1.94 -4.95
H 1.10 -4.91 -6.94
O 1.59 2.90 10.14
C 1.25 3.02 8.98
C 0.97 4.28 8.33
C 0.58 4.27 7.05
O 0.30 5.35 6.35
C 0.43 2.98 6.26
O 0.06 3.11 5.10
C 0.72 1.73 6.90
C 1.11 1.73 8.18
O 1.40 0.65 8.87
H 1.08 5.19 8.91
H 0.04 5.05 5.46
H 0.62 0.81 6.33
H 1.65 0.93 9.77
O -4.62 1.96 -5.29
C -5.75 1.52 -5.21
C -6.24 0.69 -4.13
C -7.51 0.27 -4.18
O -8.08 -0.49 -3.26
C -8.45 0.63 -5.31
O -9.58 0.18 -5.24
C -7.97 1.48 -6.38
C -6.70 1.90 -6.33
O -6.13 2.67 -7.24
H -5.56 0.43 -3.33
H -9.00 -0.64 -3.55
H -8.65 1.74 -7.18
H -5.21 2.80 -6.95
O 1.53 -2.88 -12.34
C 0.48 -3.50 -12.26
C 0.16 -4.47 -11.24
C -1.04 -5.07 -11.28
O -1.45 -5.97 -10.40
C -2.06 -4.78 -12.36
O -3.11 -5.40 -12.29
C -1.75 -3.80 -13.37
C -0.55 -3.19 -13.33
O -0.15 -2.28 -14.20
H 0.90 -4.67 -10.48
H -2.35 -6.23 -10.68
H -2.48 -3.59 -14.13
H 0.75 -2.03 -13.92
O -0.35 3.24 12.50
C -0.32 2.55 13.49
C -1.33 2.56 14.53
C -1.19 1.75 15.59
O -2.04 1.68 16.60
C 0.00 0.81 15.74
O 0.02 0.13 16.75
C 1.00 0.79 14.70
C 0.86 1.60 13.64
O 1.72 1.64 12.64
H -2.17 3.23 14.42
H -1.67 1.01 17.21
H 1.83 0.11 14.81
H 1.45 2.31 11.98
*
```

***

The following is a quantum chemistry calculation of C6H9NO as an isolated structure, from the Open Molecules 2025 dataset.

total energy = -363.85194 Eh
ΔE to the lowest compared entry with this formula, charge and spin = 452.4 kJ/mol

Structure (ORCA input):
```
! RIJCOSX wB97M-V def2-TZVPD def2/J DEFGRID3
* xyz 0 1
C -1.58 -1.08 0.02
C -1.05 0.92 -0.19
C -2.06 -2.30 0.01
C -0.16 -0.70 0.45
C -0.94 2.38 -0.14
C 2.08 -0.60 -0.18
N -2.05 0.16 -0.45
O 0.85 -1.27 -0.28
H -3.19 -2.43 -0.10
H -1.50 -3.12 0.59
H 0.05 -0.40 1.55
H -0.92 2.49 0.85
H -1.69 2.99 -0.58
H -0.02 2.64 -0.67
H 2.00 0.21 0.55
H 2.19 -0.11 -1.15
H 2.84 -1.31 0.02
*
```

***

The following is a quantum chemistry calculation of the molecule C5H6N2O, from the Open Molecules 2025 dataset.

total energy = -378.84943 Eh
ΔE to the lowest compared entry with this formula, charge and spin = 56.5 kJ/mol

Structure (ORCA input):
```
! RIJCOSX wB97M-V def2-TZVPD def2/J DEFGRID3
* xyz 0 1
C 2.23 -1.34 0.21
C 0.71 -1.28 0.10
C -0.22 -0.31 -0.03
C -1.56 -0.80 -0.21
N -2.62 -1.25 -0.20
C -0.06 1.20 0.05
N 1.15 1.64 -0.50
O -0.92 1.89 0.60
H 2.75 -1.90 -0.54
H 2.72 -0.37 0.35
H 2.42 -1.96 1.12
H 0.19 -2.24 0.04
H 1.12 2.66 -0.48
H 1.81 1.15 -1.12
*
```

***

LUMO in eV, matching the order above: -1.8 0.9 0.1